[1]
Molecular formula: C15H19F4I2N2O4S
Method: DFT, ωB97M-V/def2-TZVPD

Structure (ORCA input):
```
! wB97M-V def2-TZVPD RIJCOSX def2/J DEFGRID3
* xyz -1 1
C 1.40 -1.09 1.22
C 0.07 -1.95 0.82
N -0.83 -1.30 -0.22
N -0.91 0.07 -0.07
C -1.61 0.74 1.13
C -2.37 -0.13 2.33
C -3.97 0.31 2.50
F -4.16 1.24 3.64
C -1.68 2.39 1.33
C -0.97 3.34 0.20
S -0.99 5.23 0.43
O -0.82 5.87 -0.99
O -2.29 5.71 1.15
C 0.51 5.61 1.54
F 0.62 7.04 1.92
F 0.43 4.70 2.74
F 1.71 5.12 0.76
C -0.27 2.58 -1.09
C -0.26 0.91 -1.19
C 0.46 0.17 -2.48
I -0.54 -1.38 -3.73
C 1.87 0.51 -2.90
C 2.81 1.65 -2.18
I 2.82 -0.56 -4.61
H 1.83 -1.60 2.21
H 2.29 -1.20 0.43
H 1.22 0.03 1.49
H 0.46 -2.97 0.33
H -0.46 -2.26 1.81
H -1.83 -1.65 -0.10
H -2.39 -1.26 2.03
H -1.86 0.08 3.38
H -4.64 -0.66 2.68
H -4.40 0.83 1.53
H -2.21 2.88 2.26
H 0.22 3.26 -1.92
H 2.46 2.69 -2.64
H 3.94 1.48 -2.51
H 2.66 1.65 -1.02
O 1.50 -7.35 -2.68
C 1.93 -6.20 -2.15
C 0.99 -5.81 -0.91
O 1.40 -4.65 -0.39
H 1.94 -5.32 -2.80
H 2.96 -6.18 -1.75
H 1.00 -6.69 -0.24
H -0.05 -5.86 -1.30
*
```

The largest force on an atom comes out at 6.29 eV/A. The HOMO energy comes out at -2.95 eV. The calculation puts the orbital gap at 1.9178 eV.

[2]
Molecular formula: C50H59F5N5O
Method: DFT, ωB97M-V/def2-TZVPD

Structure (ORCA input):
```
! wB97M-V def2-TZVPD RIJCOSX def2/J DEFGRID3
* xyz 1 1
C 2.33 -3.01 -2.37
C 1.53 -2.13 -3.32
C 1.21 -2.83 -4.65
C 2.22 -0.79 -3.56
C 3.50 -0.80 -4.14
C 4.09 0.40 -4.55
C 3.39 1.60 -4.41
C 2.12 1.64 -3.84
C 1.38 2.97 -3.71
C 1.71 3.98 -4.81
C 1.56 3.60 -2.33
C 1.57 0.44 -3.35
N 0.24 0.45 -2.80
N -0.76 0.89 -3.60
N -1.88 0.62 -2.92
C -3.14 0.58 -3.62
C -3.75 -0.66 -3.86
C -3.05 -2.02 -3.64
C -2.80 -2.71 -4.98
C -3.82 -2.90 -2.66
C -5.03 -0.65 -4.42
C -5.63 0.55 -4.79
C -4.97 1.76 -4.64
C -3.70 1.78 -4.07
C -2.96 3.11 -3.92
C -3.58 3.95 -2.80
C -2.96 3.89 -5.23
C -1.60 0.23 -1.62
C -2.69 0.14 -0.64
C -0.24 0.08 -1.52
C 0.59 -0.25 -0.39
H 2.44 -2.52 -1.40
H 1.82 -3.96 -2.20
H 3.34 -3.20 -2.77
H 0.57 -1.89 -2.83
H 0.66 -2.16 -5.32
H 2.15 -3.12 -5.16
H 0.61 -3.73 -4.49
H 4.02 -1.75 -4.28
H 5.07 0.40 -5.00
H 3.83 2.53 -4.76
H 0.31 2.73 -3.83
H 1.63 3.52 -5.81
H 1.01 4.82 -4.77
H 2.72 4.39 -4.70
H 1.28 2.89 -1.55
H 2.62 3.88 -2.18
H 0.94 4.50 -2.24
H -2.06 -1.81 -3.19
H -2.29 -2.03 -5.68
H -2.17 -3.61 -4.86
H -3.75 -3.02 -5.45
H -4.03 -2.36 -1.73
H -4.77 -3.24 -3.09
H -3.23 -3.79 -2.39
H -5.53 -1.61 -4.58
H -6.63 0.53 -5.22
H -5.43 2.70 -4.95
H -1.91 2.88 -3.65
H -3.60 3.39 -1.86
H -3.02 4.88 -2.65
H -4.62 4.20 -3.07
H -2.48 3.30 -6.03
H -3.98 4.12 -5.53
H -2.40 4.83 -5.12
H -2.27 0.04 0.36
H -3.33 1.04 -0.63
H -3.38 -0.71 -0.80
H 0.77 0.62 0.25
H 1.54 -0.73 -0.69
C 1.59 -1.74 8.51
N 1.37 -0.99 7.28
C 1.18 0.36 7.30
O 1.10 1.06 8.31
C 1.00 0.80 5.84
C 2.13 1.74 5.43
C 2.17 2.96 6.31
C 3.17 3.14 7.27
F 4.12 2.18 7.42
C 3.17 4.23 8.13
F 4.14 4.36 9.06
C 2.15 5.18 8.05
F 2.15 6.25 8.87
C 1.15 5.03 7.08
F 0.16 5.94 7.00
C 1.18 3.93 6.23
F 0.16 3.77 5.34
N 0.94 -0.47 5.11
C 0.77 -0.48 3.76
C 0.77 -1.60 2.92
C 0.25 -1.60 1.60
C 0.22 -2.88 0.90
C -0.42 -3.02 -0.36
C -0.62 -4.26 -0.95
C -0.17 -5.44 -0.32
C 0.53 -5.32 0.90
C 0.77 -4.07 1.46
C 1.26 -1.63 5.97
C 2.61 -2.27 5.62
C 0.15 -2.69 5.98
H 1.68 -1.04 9.34
H 0.75 -2.42 8.69
H 2.51 -2.34 8.45
H 0.04 1.34 5.76
H 3.08 1.19 5.51
H 1.95 2.03 4.38
H 0.57 0.49 3.29
H 1.15 -2.54 3.34
H -0.54 -0.84 1.35
H -0.79 -2.11 -0.86
H -1.17 -4.34 -1.90
H -0.36 -6.42 -0.75
H 0.88 -6.21 1.41
H 1.36 -4.05 2.38
H 3.41 -1.54 5.79
H 2.76 -3.14 6.26
H 2.64 -2.57 4.58
H -0.75 -2.28 6.47
H -0.11 -2.98 4.96
H 0.49 -3.57 6.54
*
```

The largest force on an atom comes out at 3.01 eV/A. The HOMO energy comes out at -9.40 eV. The calculation puts the orbital gap at 5.8638 eV.

[3]
Molecular formula: C40H37FN2PPd
Method: DFT, ωB97M-V/def2-TZVPD

Structure (ORCA input):
```
! wB97M-V def2-TZVPD RIJCOSX def2/J DEFGRID3
* xyz -1 1
Pd -1.43 -1.14 0.48
C 3.77 -0.53 3.20
C 2.32 -0.92 3.46
C 1.42 0.28 3.72
C 1.50 0.90 4.97
C 0.65 1.94 5.31
C -0.31 2.35 4.40
C -0.42 1.76 3.15
C -1.45 2.26 2.17
C -0.95 3.50 1.42
C 0.47 0.74 2.80
N 0.33 0.11 1.54
C 1.27 0.15 0.70
C 1.10 -0.58 -0.59
C 2.33 -1.00 -1.47
C 1.16 -2.93 -2.71
C -0.16 -2.83 -2.36
N -0.62 -2.30 -1.22
H 4.39 -1.43 3.06
H 4.18 0.04 4.03
H 3.87 0.08 2.30
H 2.28 -1.56 4.34
H 1.94 -1.51 2.63
H 2.22 0.54 5.69
H 0.72 2.40 6.28
H -1.00 3.15 4.66
H -2.37 2.51 2.71
H -1.71 1.48 1.45
H -0.74 4.32 2.11
H -1.69 3.84 0.69
H -0.03 3.26 0.88
H 2.18 0.73 0.89
H 3.30 -0.69 -1.05
H 1.42 -3.43 -3.64
H -0.92 -3.22 -3.04
C 1.86 4.90 -4.06
C 1.25 3.90 -4.82
C 0.50 2.91 -4.20
C 0.34 2.90 -2.81
C 0.94 3.92 -2.07
C 1.70 4.91 -2.68
P -0.58 1.60 -1.87
C -1.65 0.95 -3.21
C -1.39 -0.21 -3.92
C -2.26 -0.63 -4.92
C -3.39 0.11 -5.22
C -3.66 1.28 -4.51
C -2.80 1.69 -3.51
C 0.74 0.35 -1.77
C 1.79 -0.03 -2.50
C 2.30 -2.51 -1.77
C 2.12 -3.24 -0.44
C 1.10 -2.87 0.33
C 0.25 -1.81 -0.28
H 2.45 5.67 -4.55
H 1.37 3.89 -5.89
H 0.02 2.14 -4.79
H 0.81 3.94 -0.99
H 2.16 5.68 -2.09
H -0.50 -0.79 -3.70
H -2.05 -1.55 -5.46
H -4.07 -0.22 -5.99
H -4.54 1.86 -4.74
H -3.01 2.59 -2.94
H 2.14 0.26 -3.48
H 3.25 -2.80 -2.22
H 2.75 -4.09 -0.21
H 0.80 -3.41 1.23
F -0.15 -5.14 4.22
C -0.98 -4.28 3.55
C -1.16 -3.00 4.03
C -2.00 -2.13 3.35
C -2.68 -2.51 2.17
C -3.44 -1.53 1.39
C -2.47 -3.84 1.74
C -1.63 -4.71 2.42
H -0.63 -2.68 4.93
H -2.12 -1.11 3.71
H -3.89 -0.74 1.99
H -4.15 -1.96 0.69
H -2.96 -4.17 0.83
H -1.47 -5.72 2.06
*
```

The largest force on an atom comes out at 0.79 eV/A. The HOMO energy comes out at -3.04 eV. The calculation puts the orbital gap at 5.6180 eV.

[4]
Molecular formula: C42H43MnN4OSb2
Method: DFT, ωB97M-V/def2-TZVPD

Structure (ORCA input):
```
! wB97M-V def2-TZVPD RIJCOSX def2/J DEFGRID3
* xyz 2 5
Mn 1.80 -0.96 -1.40
C 2.42 4.62 1.72
C 2.74 4.31 0.38
C 1.94 3.45 -0.31
C 0.81 2.77 0.30
C 0.46 3.28 1.61
C 1.26 4.12 2.32
N 2.08 0.57 -0.41
N 0.32 0.45 1.25
C 0.65 -0.97 1.47
C -0.63 -1.45 2.16
C -0.93 -2.87 2.09
C -0.40 -3.62 1.12
C 0.35 -2.95 0.11
N 0.75 -1.71 0.16
H 3.07 5.28 2.28
H 3.60 4.78 -0.09
H 2.17 3.22 -1.35
H -0.46 2.91 2.04
H 1.00 4.43 3.33
H -0.75 -0.99 3.14
H -1.61 -3.30 2.82
H -0.60 -4.68 1.01
H 0.57 -3.48 -0.81
C 1.39 1.20 0.67
C -0.45 2.75 -0.64
C -0.28 2.03 -1.97
Sb -2.03 1.86 -3.33
C -1.54 -0.23 -3.61
C -2.27 -1.32 -3.17
C -1.84 -2.62 -3.44
C -0.66 -2.83 -4.14
C 0.08 -1.75 -4.59
C -0.36 -0.46 -4.32
C -3.70 1.72 -1.99
C -3.89 2.60 -0.92
C -5.06 2.58 -0.18
C -6.07 1.69 -0.51
C -5.91 0.83 -1.59
C -4.74 0.85 -2.33
Sb -1.72 0.02 0.86
C 1.91 -1.20 2.30
C 2.03 -0.51 3.51
C 3.12 -0.73 4.34
C 4.11 -1.63 3.96
C 4.01 -2.30 2.75
C 2.92 -2.08 1.92
C -2.70 0.89 2.54
C -2.10 1.61 3.57
C -2.88 2.10 4.61
C -4.25 1.86 4.64
C -4.84 1.12 3.63
C -4.07 0.64 2.57
H 2.12 1.43 1.46
H 2.94 1.07 -0.61
H -0.69 3.80 -0.84
H -1.28 2.36 -0.06
H 0.04 1.01 -1.84
H 0.46 2.54 -2.59
H -3.19 -1.19 -2.61
H -2.42 -3.46 -3.10
H -0.33 -3.84 -4.36
H 0.98 -1.91 -5.17
H 0.19 0.39 -4.73
H -3.15 3.36 -0.68
H -5.20 3.28 0.64
H -6.99 1.68 0.06
H -6.72 0.16 -1.87
H -4.66 0.22 -3.20
H 1.26 0.20 3.80
H 3.19 -0.20 5.28
H 4.95 -1.81 4.62
H 4.78 -2.99 2.46
H 2.86 -2.61 0.98
H -1.03 1.74 3.60
H -2.42 2.66 5.42
H -4.85 2.24 5.45
H -5.90 0.91 3.65
H -4.55 0.09 1.77
C 4.73 -2.53 -2.63
C 3.41 -3.29 -2.57
C 3.57 -4.61 -1.85
O 2.41 -2.53 -1.88
H 5.49 -3.12 -3.14
H 5.08 -2.32 -1.61
H 4.62 -1.59 -3.17
H 3.06 -3.48 -3.58
H 3.96 -4.45 -0.84
H 4.27 -5.26 -2.39
H 2.61 -5.13 -1.78
N 2.52 0.46 -4.08
C 2.26 -0.05 -3.09
H 2.77 0.87 -4.97
*
```

The largest force on an atom comes out at 1.52 eV/A. The HOMO energy (alpha / beta) comes out at -12.88 / -12.88 eV. The calculation puts the orbital gap (alpha / beta) at 5.5876 / 5.5925 eV.

In a.u., the DFT total energy values for the records above are, in order, -2385.74204 -2788.68370 -2224.96006 -3551.33219.